1.
{
  "formula": "C3H6OS",
  "method": "the ωB97M-V functional and the def2-TZVPD basis",
  "total_energy_ha": -591.09015,
  "largest_force_ev_per_a": 6.47,
  "relative_energy_kj_mol": 637.6,
  "symbols": ["C", "C", "C", "H", "H", "H", "H", "H", "H", "O", "S"],
  "coordinates": [[1.22936, -0.33497, -0.29134], [-0.00442, 0.30336, 0.16890], [-1.23960, -0.57404, 0.17788], [2.17046, 0.26603, -0.38510], [0.97003, -0.92215, -1.46203], [1.51394, -1.33481, 0.14102], [0.14508, 0.29165, 1.29705], [-1.11918, 2.32898, 0.91112], [-0.84798, -1.75688, 0.05848], [-0.25937, 1.65764, -0.35144], [-2.55832, 0.07520, -0.26454]],
  "lowdin_charge": [-0.11, -0.68, -0.72, 0.09, 0.16, 0.08, 0.14, 0.35, 0.14, -0.22, 0.78]
}

2.
{
  "formula": "C4H5NO2",
  "method": "the ωB97M-V functional and the def2-TZVPD basis",
  "total_energy_ha": -360.59434,
  "largest_force_ev_per_a": 0.42,
  "relative_energy_kj_mol": 197.1,
  "symbols": ["O", "C", "C", "N", "O", "C", "C", "H", "H", "H", "H", "H"],
  "coordinates": [[1.31350, -1.69927, -1.11442], [1.44137, -0.45889, -0.45957], [0.08741, 0.07441, -0.06658], [-0.79864, 0.16892, -1.02598], [-1.93685, 0.67314, -0.45775], [-1.71683, 0.87036, 0.84543], [-0.45618, 0.50550, 1.17651], [0.59890, -1.59802, -1.75885], [2.07528, -0.62647, 0.41582], [1.93894, 0.28549, -1.10415], [-2.55708, 1.26483, 1.39855], [0.01019, 0.54000, 2.15099]],
  "lowdin_charge": [-0.05, -0.21, -0.28, 0.10, -0.03, -0.11, 0.00, 0.08, 0.12, 0.12, 0.13, 0.11]
}

3.
{
  "formula": "C5H6S2",
  "method": "the ωB97M-V functional and the def2-TZVPD basis",
  "total_energy_ha": -990.37649,
  "largest_force_ev_per_a": 4.04,
  "relative_energy_kj_mol": 232.3,
  "symbols": ["C", "C", "C", "C", "C", "H", "H", "H", "H", "H", "H", "S", "S"],
  "coordinates": [[-2.45316, 1.18746, 0.03537], [-1.48512, -0.04178, -0.03002], [1.13836, -0.92807, -0.02267], [2.61912, -0.52197, -0.07784], [3.77644, -0.12554, -0.00010], [-2.87597, 1.11551, 1.17173], [-3.32132, 1.00950, -0.56151], [-2.00261, 2.19538, -0.20110], [0.94409, -1.48772, 1.00148], [0.76750, -1.37131, -0.96265], [4.80749, -0.03015, 0.00380], [-1.98137, -1.58180, -0.11628], [0.06653, 0.58050, -0.24020]],
  "lowdin_charge": [-0.20, -1.25, -0.45, -0.18, 0.10, 0.13, 0.04, 0.07, 0.13, 0.05, 0.00, 0.66, 0.90]
}